Here is a structure of composition C24H42Cl3LaN4O3Si from OMol25. Energies are from ωB97M-V with the def2-TZVPD basis set.

The geometry in XYZ format:
```
78
Properties=species:S:1:pos:R:3:mulliken_charge:R:1
C -1.72282 -2.05716 -4.70049 -1.465
C -1.37347 -2.42098 -3.29168 0.417
H -1.98010 -2.95676 -5.28183 0.337
H -0.85474 -1.60174 -5.19792 0.182
H -2.55291 -1.34757 -4.76557 0.353
C -0.94753 -3.66881 -3.00624 0.250
C -0.65368 -4.69729 -4.04094 -1.798
H -0.88964 -4.02919 -1.97871 0.514
H 0.10221 -4.36867 -4.77158 0.317
H -1.56664 -4.96371 -4.59495 0.451
H -0.26938 -5.58789 -3.53216 0.390
La 1.66379 1.52765 1.42967 1.811
Cl -1.04338 1.70794 1.20851 -0.740
Cl 3.26926 3.68724 1.84578 -0.640
H 1.60511 6.51617 4.56689 0.303
H -1.02686 6.93629 4.14920 0.324
C 1.57770 6.06231 3.56638 -0.823
C -0.81084 6.44442 3.18851 -0.864
N 0.27162 5.47999 3.31370 0.220
H 2.35972 5.30966 3.45169 0.177
C 0.00459 4.16183 3.26197 0.349
O 0.80868 3.22886 3.43683 -0.746
H -1.70617 5.91555 2.84717 0.250
H -1.05059 3.94869 2.99975 0.184
H 1.72826 6.87457 2.84194 0.322
H -0.53333 7.22735 2.47012 0.315
H 2.63064 -0.86842 -2.34809 0.253
H 2.73270 -3.63713 -2.04263 0.324
C 3.58984 -1.04380 -1.83459 -0.891
C 3.49270 -3.47409 -1.26005 -0.919
N 3.47092 -2.07541 -0.81199 0.205
H 3.90979 -0.09909 -1.38101 0.275
C 3.27390 -1.75901 0.48282 -0.057
O 3.02748 -0.61139 0.92948 -0.434
H 3.32464 -4.13031 -0.38813 0.327
H 3.32820 -2.64224 1.14853 0.356
H 4.29266 -1.42021 -2.58479 0.344
H 4.46279 -3.69360 -1.72614 0.340
O -1.01618 -0.11171 -2.61890 -0.181
C -1.62935 -1.35710 -2.22754 -0.050
C 0.04088 -2.38916 -0.61031 -0.065
C -1.16571 -1.73109 -0.82793 0.679
H 0.74357 -2.45610 -1.44089 0.583
C 0.24813 -3.06574 0.59931 -1.014
H -2.73324 -1.24243 -2.15268 0.461
C -1.98183 -1.41464 0.25899 -0.674
H 1.06329 -3.77819 0.69161 0.428
C -0.65960 -2.86975 1.64948 -0.529
C -1.71668 -1.97738 1.50864 -0.738
H -2.82230 -0.73645 0.08343 0.364
H -0.50621 -3.41081 2.58432 0.457
H -2.37481 -1.75130 2.35732 0.369
Si -1.50821 1.26089 -3.29160 0.378
Cl 2.75457 2.00282 -0.75717 -0.557
C 0.06686 2.24473 -3.47373 -0.924
C -2.76752 2.07468 -2.14900 -0.926
C -2.20422 1.15070 -5.03400 -1.281
H 0.43664 2.61903 -2.51105 0.171
H -0.10024 3.06339 -4.17514 0.372
H 0.87629 1.63017 -3.86035 0.260
H -1.66552 0.38775 -5.59783 0.371
H -2.08493 2.09511 -5.57983 0.381
H -3.26435 0.86319 -5.03772 0.306
H -3.41568 1.27614 -1.76188 0.234
H -3.40176 2.84087 -2.62845 0.386
H -2.30252 2.58066 -1.29061 0.186
C -1.61676 -0.62073 5.93149 -0.966
N -0.41563 -0.69346 5.11189 0.311
C 0.40473 -1.80364 4.93497 -0.366
C 1.34949 -1.43871 4.00775 -0.714
N 1.11519 -0.12858 3.60143 -0.059
C 0.06680 0.29757 4.31938 -0.294
H -2.09183 -1.60703 5.97848 0.332
H -1.38578 -0.29474 6.95390 0.325
H -2.31468 0.10068 5.49086 0.336
H 0.23479 -2.74241 5.43318 0.498
H 2.16683 -2.02817 3.63561 0.352
H -0.36765 1.28694 4.29511 0.285
```

Results
- E_tot (eV) = -83984.948
- gap between HOMO and LUMO (eV) = 8.393
- E_HOMO (eV) = -8.03
- strongest force on any atom (Eh/bohr) = 0.05230
- lowest unoccupied orbital energy (eV) = 0.4

---

Here is a structure of composition C24H42Cl3N4O3PrSSi from OMol25. Energies are from ωB97M-V with the def2-TZVPD basis set.

The geometry in XYZ format:
```
79
Properties=species:S:1:pos:R:3:mulliken_charge:R:1
C -1.48585 0.46251 -4.22555 -1.661
C -0.17666 1.17695 -4.37148 0.710
H -2.29827 1.18884 -4.06253 0.327
H -1.47897 -0.28917 -3.41893 0.104
H -1.70232 -0.05087 -5.18030 0.413
C -0.03455 2.18019 -5.25515 0.071
C -1.14892 2.74104 -6.06752 -1.575
H 0.95830 2.56155 -5.48778 0.571
H -1.99515 3.06066 -5.44374 0.305
H -1.51241 2.02280 -6.81818 0.313
H -0.75862 3.61415 -6.59725 0.389
Pr -0.57496 -1.62303 0.80596 0.991
Cl -1.90508 -3.84519 0.93770 -0.530
Cl 0.99652 -2.58385 -1.11166 -0.452
C 2.20781 -2.27642 2.07617 0.033
O 1.16269 -1.59783 2.33426 -0.636
N 3.41638 -1.85847 2.38767 0.236
C 3.58173 -0.58869 3.10007 -0.841
C 4.58579 -2.49905 1.77989 -0.854
H 2.14091 -3.23148 1.51296 0.443
H 2.90359 -0.54981 3.95965 0.277
H 3.40365 0.27202 2.43898 0.230
H 4.61462 -0.55629 3.44432 0.406
H 4.41077 -3.58633 1.72519 0.342
H 5.45972 -2.28050 2.39875 0.301
H 4.76470 -2.12145 0.75639 0.310
H -6.15712 0.83230 1.89706 0.334
H -3.31184 1.67229 -0.15874 0.260
C -5.44741 1.57274 2.29658 -0.879
C -3.58698 2.24263 0.73788 -0.794
N -4.08370 1.35825 1.79769 0.184
H -5.47531 1.51572 3.39179 0.327
C -3.37917 0.28757 2.16076 0.117
O -2.30627 -0.07924 1.57988 -0.506
H -2.70677 2.78779 1.10089 0.232
H -3.80425 -0.29565 2.99291 0.034
H -5.78738 2.56043 1.97156 0.298
H -4.38637 2.95686 0.51892 0.368
O 0.63973 0.32801 -2.20037 -0.246
C 0.97098 0.55324 -3.58010 -0.480
C 2.58491 2.54903 -3.83054 0.019
C 2.34866 1.17566 -3.80227 0.293
H 1.76421 3.23779 -3.64723 0.889
C 3.88183 3.04811 -4.09190 -1.243
H 1.05725 -0.47450 -3.97249 0.467
C 3.40614 0.30056 -4.09904 -0.331
H 4.04746 4.12729 -4.02247 0.359
C 4.92886 2.16991 -4.38050 -0.457
C 4.68374 0.78638 -4.40281 -0.719
H 3.21676 -0.77591 -4.06330 0.323
H 5.93097 2.56756 -4.57337 0.370
H 5.50197 0.08921 -4.60031 0.368
Si 0.89286 1.47632 -0.83060 1.691
Cl -1.02682 2.40814 -1.55301 -0.575
C 1.38377 3.30878 -1.02465 -1.665
C 2.66589 0.66087 -0.51183 -0.984
C 0.44038 1.30434 1.05254 -0.940
H 2.34249 3.46480 -1.51932 0.410
H 1.36612 3.76292 -0.02529 0.374
H 0.63862 3.88194 -1.59997 0.419
H 0.69129 2.26093 1.54128 0.448
H 1.05192 0.56214 1.59516 0.424
H -0.63902 1.11992 1.20504 -0.235
H 3.39867 0.98573 -1.26038 0.378
H 2.63145 -0.43350 -0.58065 0.038
H 3.10413 0.91225 0.46181 0.228
C -4.39172 -2.69997 5.79246 -0.756
N -3.61443 -3.79232 5.21815 0.189
C -3.80041 -5.14251 5.45278 -0.098
C -2.77814 -5.79499 4.82294 -0.614
N -2.02175 -4.83051 4.19268 0.130
C -2.48718 -3.56112 4.45845 -0.093
S -1.81541 -2.05132 4.19931 -0.405
H -3.76113 -2.07839 6.44635 0.309
H -4.78267 -2.07221 4.97889 0.220
H -5.21394 -3.14372 6.36460 0.280
H -4.64172 -5.48815 6.03893 0.387
H -2.51974 -6.84319 4.80143 0.404
H -1.17985 -5.01349 3.64455 0.227
```

Results
- E_tot (eV) = -108026.202
- gap between HOMO and LUMO (spin up / spin down) (eV) = 7.024 / 7.417
- E_HOMO (spin up / spin down) (eV) = -7.34 / -7.34
- strongest force on any atom (Eh/bohr) = 0.05507
- lowest unoccupied orbital energy (spin up / spin down) (eV) = -0.3 / 0.1
- multiplicity = 3

---

Here is a structure of composition C24H42ClN6O4Pb from OMol25. Energies are from ωB97M-V with the def2-TZVPD basis set.

The geometry in XYZ format:
```
78
Properties=species:S:1:pos:R:3:mulliken_charge:R:1
Pb 1.13044 -18.90386 -2.48348 1.557
Cl 4.51972 -20.94537 -1.29726 1.718
O 5.75218 -21.46982 -1.78674 -0.672
O 3.66959 -20.41492 -2.35500 -0.684
O 3.78332 -21.96262 -0.60589 -0.654
O 4.84492 -19.90705 -0.42602 -0.681
C -0.72392 -24.74604 -4.61303 -1.065
C 0.67257 -24.77722 -3.98762 -0.453
C 1.57183 -23.61966 -4.38034 -0.427
C 0.94271 -22.28562 -3.89500 0.232
N 0.48825 -21.27479 -3.53022 -0.421
H -0.55959 -24.33547 -5.60928 0.294
H -1.44906 -24.03588 -4.21565 0.294
H -1.14059 -25.75292 -4.63939 0.333
H 1.15191 -25.69496 -4.32834 0.342
H 0.63202 -24.87405 -2.90269 0.321
H 1.76481 -23.66114 -5.45232 0.337
H 2.51834 -23.65734 -3.84108 0.296
C 4.09767 -14.68008 -0.31839 -0.940
C 2.96812 -14.07366 0.51086 -0.397
C 2.06353 -15.15796 1.26448 -0.436
C 1.79251 -16.31343 0.42432 0.163
N 1.59462 -17.20602 -0.29610 -0.335
H 4.80031 -15.26283 0.27726 0.395
H 4.67243 -13.91303 -0.83742 0.363
H 3.76058 -15.33635 -1.12074 0.029
H 2.36705 -13.51221 -0.20439 0.227
H 3.40682 -13.34309 1.19051 0.342
H 1.09166 -14.70043 1.44952 0.282
H 2.50794 -15.42178 2.22416 0.312
C -1.32920 -16.62868 -7.90904 -1.085
C -0.42520 -17.85871 -8.04267 -0.451
C -0.61568 -18.92036 -7.02816 -0.364
C -0.43165 -18.45943 -5.65437 0.255
N -0.26780 -18.04566 -4.56399 -0.336
H -0.88716 -16.02724 -7.11471 0.251
H -2.37897 -16.88132 -7.75983 0.277
H -1.19897 -15.95905 -8.75919 0.381
H 0.62060 -17.55348 -8.00723 0.276
H -0.71323 -18.13563 -9.05679 0.303
H 0.19484 -19.64888 -7.04827 0.268
H -1.56632 -19.45337 -7.01146 0.357
C -5.26905 -17.22753 -4.74785 -1.356
C -3.80084 -17.56484 -4.27278 -0.062
C -3.61038 -17.66912 -2.75805 -0.591
C -2.35550 -18.34560 -2.36503 0.283
N -1.43342 -18.86540 -1.97493 -0.376
H -6.03971 -17.94695 -4.47104 0.355
H -5.18371 -17.25796 -5.83407 0.330
H -5.75371 -16.31167 -4.40960 0.361
H -3.07781 -16.85803 -4.67990 0.253
H -3.46283 -18.52108 -4.67210 0.258
H -4.40844 -18.24264 -2.28660 0.331
H -3.66599 -16.75043 -2.17411 0.359
C -1.44293 -22.06028 2.53558 -1.053
C 0.07143 -22.14498 2.80331 -0.483
C 0.84068 -22.34452 1.50050 -0.438
C 0.72892 -21.25682 0.47966 -0.061
N 0.65063 -20.38392 -0.27721 -0.161
H -1.76362 -22.96704 2.02269 0.298
H -1.67285 -21.16426 1.95907 0.294
H -2.03523 -21.90432 3.43722 0.340
H 0.39760 -22.94584 3.46689 0.343
H 0.49758 -21.23487 3.22544 0.306
H 0.53915 -23.30312 1.07830 0.338
H 1.91474 -22.44837 1.65451 0.304
C 4.91677 -14.08857 -4.04565 -1.156
C 3.53494 -13.41792 -4.28441 -0.407
C 2.48391 -14.33672 -4.88077 -0.261
C 2.38826 -15.57732 -4.10159 -0.005
N 2.28023 -16.52224 -3.43714 -0.222
H 4.85257 -14.89879 -3.31937 0.255
H 5.64079 -13.32168 -3.77036 0.345
H 5.24806 -14.56488 -4.96840 0.374
H 3.63832 -12.46529 -4.80393 0.365
H 3.22568 -13.10300 -3.28777 0.143
H 2.69675 -14.54703 -5.92889 0.312
H 1.49963 -13.89676 -4.72035 0.283
```

Results
- E_tot (eV) = -60455.798
- total charge = +1
- gap between HOMO and LUMO (eV) = 8.425
- E_HOMO (eV) = -10.60
- strongest force on any atom (Eh/bohr) = 0.07304
- lowest unoccupied orbital energy (eV) = -2.2

---

Relative energy (zero: lowest compared OMol25 entry of this formula, charge and spin): 0.000 4.179 1.011 (eV)